<w>
The following is a quantum chemistry calculation of an isolated molecule of C6H15N, from OMol25.

Output
- LUMO energy (eV) = 1.1
- HOMO level (Ha) = -0.3373
- SMILES = CC[C@@H](C)[C@H](C)N
- net charge = 0
- spin multiplicity = 1
- orbital gap (eV) = 10.32

Last column: Mulliken charge in e.
Positions of all 22 atoms, in Å:
N: -1.003 0.836 -1.501  -0.782
C: -0.599 1.172 2.442  -1.148
C: -0.613 -0.036 1.433  -0.793
C: 1.685 -0.690 0.647  -1.480
C: -0.420 -0.419 -0.992  -0.115
C: 0.367 0.154 0.292  0.529
C: 0.409 -0.992 -2.218  -1.344
H: 1.241 -1.616 -1.790  0.303
H: 0.719 1.077 -0.177  0.399
H: 0.975 -0.149 -2.707  0.293
H: 2.328 -0.101 1.294  0.362
H: -0.280 1.439 -1.889  0.267
H: -0.981 -1.335 -0.745  0.354
H: -0.205 2.018 1.875  0.321
H: -0.244 -1.658 -2.768  0.407
H: 0.182 0.912 3.215  0.234
H: -1.707 -0.130 1.068  0.322
H: -1.513 1.571 2.864  0.353
H: -1.465 0.494 -2.365  0.306
H: 2.176 -1.008 -0.287  0.390
H: -0.507 -1.026 1.851  0.516
H: 1.346 -1.521 1.267  0.307


<x>
The following is a quantum chemistry calculation of a cluster of 2 separate species, C6H15N in total, from OMol25.

Output
- LUMO energy (eV) = -0.6
- HOMO level (Ha) = -0.2998
- net charge = 0
- spin multiplicity = 1
- orbital gap (eV) = 7.57

Last column: Mulliken charge in e.
Positions of all 22 atoms, in Å:
N: -1.015 -0.150 -0.988  -0.456
C: -1.650 -0.488 1.404  -1.330
C: -0.709 0.097 0.375  1.445
C: 0.723 -0.366 0.658  -1.002
C: -2.184 0.619 -1.371  -0.767
C: 3.137 -0.324 -0.063  -1.255
C: 1.753 0.275 -0.272  -0.253
H: -1.620 -1.600 1.303  0.307
H: -0.757 1.260 0.545  -0.829
H: 0.958 -0.197 1.720  0.369
H: -2.329 0.487 -2.446  0.338
H: 1.405 0.057 -1.299  0.307
H: -0.906 2.037 0.906  0.265
H: -1.340 -0.203 2.436  0.375
H: -2.062 1.746 -1.243  0.222
H: 0.691 -1.491 0.519  0.350
H: 3.173 -1.418 -0.284  0.308
H: -3.123 0.313 -0.884  0.265
H: -2.661 -0.135 1.208  0.415
H: 3.896 0.157 -0.747  0.338
H: 1.866 1.363 -0.150  0.249
H: 3.484 -0.204 0.950  0.339


Which of them is the most stable, and which is the least stable? <w> and <x>, in that order.


<w>
The following is a quantum chemistry calculation of a cluster of 2 separate species, C3H10NOS in total, from OMol25.

Output
- LUMO energy (eV) = 4.1
- HOMO level (Ha) = -0.1017
- net charge = -1
- spin multiplicity = 1
- orbital gap (eV) = 6.85

Last column: Mulliken charge in e.
Positions of all 16 atoms, in Å:
S: -1.687 -0.710 0.507  -0.703
O: -4.540 0.157 -0.854  -0.644
N: 2.664 0.470 1.327  -0.633
C: 1.611 -0.403 0.763  -0.479
C: 0.831 0.254 -0.354  -0.502
C: -0.423 -0.489 -0.783  -0.776
H: 1.469 0.358 -1.239  0.259
H: -3.582 0.030 -1.008  0.296
H: 3.258 0.853 0.606  0.212
H: 2.267 1.203 1.900  0.230
H: -0.142 -1.449 -1.231  0.237
H: -4.472 0.220 0.114  0.316
H: -0.856 0.092 -1.596  0.293
H: 0.915 -0.614 1.573  0.369
H: 2.147 -1.257 0.355  0.268
H: 0.542 1.285 -0.081  0.257


<x>
The following is a quantum chemistry calculation of a cluster of 2 separate species, C3H10NOS in total, from OMol25.

Output
- LUMO energy (eV) = 3.9
- HOMO level (Ha) = -0.1053
- net charge = -1
- spin multiplicity = 1
- orbital gap (eV) = 6.73

Last column: Mulliken charge in e.
Positions of all 16 atoms, in Å:
S: -1.229 -2.160 0.040  -0.600
O: 1.792 -2.884 -1.610  -0.681
N: -0.111 2.583 -0.463  -0.697
C: 0.140 0.294 0.649  -0.362
C: -0.398 -1.074 1.194  -0.709
C: -0.731 1.172 -0.307  -0.401
H: 0.858 -2.503 -1.194  0.268
H: 0.543 0.947 1.493  0.265
H: 1.043 0.045 -0.069  0.049
H: 0.502 -1.433 1.663  0.286
H: -1.788 1.347 0.061  0.236
H: -1.184 -0.774 1.997  0.242
H: -0.511 3.072 0.361  0.240
H: -0.531 3.066 -1.315  0.230
H: 2.475 -2.325 -1.276  0.280
H: -0.870 0.627 -1.226  0.353


Which of them is the most stable, and which is the least stable? <w> and <x>, in that order.


<w>
The following is a quantum chemistry calculation of a cluster of 2 separate species, C3H10NOS in total, from OMol25.

Output
- LUMO energy (eV) = 4.0
- HOMO level (Ha) = -0.0987
- net charge = -1
- spin multiplicity = 1
- orbital gap (eV) = 6.69

Last column: Mulliken charge in e.
Positions of all 16 atoms, in Å:
S: 0.624 -0.449 2.013  -0.650
O: -1.740 -2.639 2.831  -0.663
N: 0.965 1.734 -2.178  -0.468
C: -0.292 0.528 -0.463  -0.740
C: -0.257 -0.703 0.455  -0.815
C: 1.084 1.008 -0.926  -0.207
H: -1.303 -1.005 0.578  0.314
H: -0.923 0.301 -1.336  0.378
H: 1.766 2.131 -2.625  0.135
H: 0.198 -1.532 -0.104  0.253
H: -0.810 1.310 0.109  0.243
H: -1.368 -1.800 3.158  0.316
H: 1.724 0.123 -1.049  0.262
H: 0.060 2.113 -2.368  0.136
H: 1.490 1.603 -0.118  0.198
H: -1.218 -2.724 2.023  0.310


<x>
The following is a quantum chemistry calculation of a cluster of 2 separate species, C3H10NOS in total, from OMol25.

Output
- LUMO energy (eV) = 3.9
- HOMO level (Ha) = -0.1035
- net charge = -1
- spin multiplicity = 1
- orbital gap (eV) = 6.68

Last column: Mulliken charge in e.
Positions of all 16 atoms, in Å:
S: 1.803 0.165 2.211  -0.675
O: -0.949 -1.347 2.251  -0.631
N: -0.321 0.745 -1.249  -0.462
C: 0.812 1.060 1.001  -1.025
C: -0.861 -0.356 -2.058  -0.908
C: 0.785 0.349 -0.348  -0.241
H: -1.258 -1.142 -1.416  0.336
H: -0.104 -0.847 2.290  0.223
H: -0.062 -0.717 -2.708  0.301
H: 1.158 2.091 0.842  0.311
H: -0.226 1.241 1.334  0.352
H: 1.714 0.630 -0.857  0.252
H: -1.076 1.026 -0.623  0.251
H: 0.825 -0.738 -0.215  0.314
H: -1.594 0.070 -2.740  0.322
H: -0.646 -2.229 2.286  0.280


Which of them is the most stable, and which is the least stable? <w> and <x>, in that order.


<w>
The following is a quantum chemistry calculation of a cluster of 2 separate species, C3H10NOS in total, from OMol25.

Output
- LUMO energy (eV) = 3.7
- HOMO level (Ha) = -0.0972
- net charge = -1
- spin multiplicity = 1
- orbital gap (eV) = 6.36

Last column: Mulliken charge in e.
Positions of all 16 atoms, in Å:
S: 0.522 -0.571 1.289  -0.637
O: 2.035 -0.860 4.707  -0.654
N: -1.186 1.119 -1.832  -0.537
C: -1.148 0.664 -0.385  -0.486
C: -0.634 -0.710 -0.192  -0.824
C: 0.268 0.812 -2.228  -0.847
H: 0.556 1.818 -2.576  0.267
H: -1.642 0.443 -2.323  0.282
H: -0.602 1.360 0.253  0.310
H: 1.855 -0.896 3.724  0.304
H: 0.924 0.456 -1.414  0.262
H: -0.125 -1.106 -0.992  0.348
H: 0.284 -0.017 -2.923  0.357
H: -2.240 0.761 0.004  0.269
H: -1.347 -1.498 0.147  0.287
H: 2.479 -1.776 4.742  0.300


<x>
The following is a quantum chemistry calculation of a cluster of 2 separate species, C3H10NOS in total, from OMol25.

Output
- LUMO energy (eV) = 3.9
- HOMO level (Ha) = -0.1021
- net charge = -1
- spin multiplicity = 1
- orbital gap (eV) = 6.65

Last column: Mulliken charge in e.
Positions of all 16 atoms, in Å:
S: -0.666 -0.896 -1.302  -0.576
O: 0.121 -2.245 -4.334  -0.643
N: 0.499 1.762 0.050  -0.733
C: 0.271 0.790 2.332  -1.364
C: 0.342 0.561 0.828  0.361
C: -0.843 -0.312 0.405  -1.048
H: -0.682 1.241 2.650  0.276
H: -1.767 0.249 0.636  0.306
H: 0.205 -0.171 2.843  0.359
H: 1.033 1.495 -0.772  0.336
H: -0.324 -1.844 -3.600  0.301
H: -0.950 -1.166 1.076  0.292
H: 1.147 -0.165 0.666  0.179
H: -0.404 2.008 -0.350  0.301
H: 1.114 1.306 2.792  0.347
H: 0.905 -2.613 -3.919  0.306


<y>
The following is a quantum chemistry calculation of a cluster of 2 separate species, C3H10NOS in total, from OMol25.

Output
- LUMO energy (eV) = 3.5
- HOMO level (Ha) = -0.1068
- net charge = -1
- spin multiplicity = 1
- orbital gap (eV) = 6.37

Last column: Mulliken charge in e.
Positions of all 16 atoms, in Å:
S: 2.430 -0.321 1.806  -0.206
O: -0.453 0.561 -0.805  -0.864
N: -2.157 -0.066 -2.390  -0.710
C: -1.619 -0.059 -0.996  -0.262
C: 1.547 -1.160 0.429  -0.297
C: 1.228 1.059 2.047  -0.731
H: 0.263 0.632 2.315  0.255
H: -1.542 -1.145 -0.717  0.142
H: -2.742 0.743 -2.536  0.232
H: -2.467 0.372 -0.416  0.213
H: 1.559 1.719 2.846  0.297
H: -1.407 -0.049 -3.067  0.252
H: 0.837 -0.396 0.006  -0.070
H: 2.356 -1.341 -0.282  0.271
H: 1.064 -2.103 0.672  0.250
H: 1.104 1.554 1.087  0.227


<z>
The following is a quantum chemistry calculation of a cluster of 2 separate species, C3H10NOS in total, from OMol25.

Output
- LUMO energy (eV) = 3.9
- HOMO level (Ha) = -0.0989
- net charge = -1
- spin multiplicity = 1
- orbital gap (eV) = 6.61

Last column: Mulliken charge in e.
Positions of all 16 atoms, in Å:
S: 1.732 0.076 -1.016  -0.662
O: 1.815 -0.432 2.280  -0.649
N: -2.175 0.258 0.016  -0.496
C: -0.062 0.268 -1.395  -0.515
C: -0.909 0.948 -0.316  -0.467
C: -1.961 -0.800 1.013  -0.683
H: -0.115 0.814 -2.348  0.223
H: -1.397 -0.398 1.852  0.198
H: -2.926 -1.150 1.379  0.301
H: -2.451 -0.224 -0.832  0.269
H: -1.161 1.957 -0.644  0.288
H: -1.392 -1.650 0.624  0.290
H: 2.068 -0.174 1.369  0.235
H: -0.332 1.060 0.600  0.207
H: 0.875 -0.229 2.300  0.303
H: -0.449 -0.738 -1.631  0.157


Which of them is the most stable, and which is the least stable? <x> and <w>, in that order.


<w>
The following is a quantum chemistry calculation of a cluster of 2 separate species, C2H7N2O2 in total, from OMol25.

Output
- LUMO energy (spin up / spin down) (eV) = 4.3 / 4.3
- HOMO level (spin up / spin down) (Ha) = -0.0711 / -0.0215
- net charge = -1
- spin multiplicity = 1
- orbital gap (spin up / spin down) (eV) = 6.23 / 4.90

Last column: Mulliken charge in e.
Positions of all 13 atoms, in Å:
O: 2.407 -1.189 -0.766  -0.595
O: -1.776 0.720 -0.387  -0.412
N: 2.310 0.428 0.785  -0.381
N: 1.709 -0.668 0.190  0.122
C: -2.023 -0.347 0.559  -0.698
C: -0.528 0.442 -1.213  -0.695
H: -1.519 -0.217 1.600  0.190
H: -3.058 -0.671 0.610  0.323
H: 3.346 0.588 0.669  0.243
H: -0.168 1.396 -1.670  0.137
H: -1.592 -1.217 0.188  0.290
H: 1.769 1.041 1.304  0.210
H: -0.878 -0.307 -1.868  0.265


<x>
The following is a quantum chemistry calculation of a cluster of 2 separate species, C2H7N2O2 in total, from OMol25.

Output
- LUMO energy (eV) = 4.4
- HOMO level (Ha) = -0.1620
- net charge = -1
- spin multiplicity = 1
- orbital gap (eV) = 8.77

Last column: Mulliken charge in e.
Positions of all 13 atoms, in Å:
O: -1.701 0.429 -0.558  -0.693
O: -0.274 -0.924 -1.670  -0.656
N: 2.049 0.010 0.353  -0.640
N: -0.087 0.455 1.576  -0.712
C: 1.360 0.633 1.478  -0.313
C: -1.393 -0.465 -1.367  0.012
H: 1.384 -0.461 -0.269  0.264
H: -0.117 -0.556 1.384  0.236
H: 2.538 -0.819 0.692  0.248
H: -0.483 0.726 0.656  0.371
H: -2.265 -0.979 -1.868  0.334
H: 1.740 0.290 2.447  0.272
H: 1.538 1.712 1.462  0.276


<y>
The following is a quantum chemistry calculation of a cluster of 2 separate species, C2H7N2O2 in total, from OMol25.

Output
- LUMO energy (eV) = 4.4
- HOMO level (Ha) = -0.1600
- net charge = -1
- spin multiplicity = 1
- orbital gap (eV) = 8.73

Last column: Mulliken charge in e.
Positions of all 13 atoms, in Å:
O: -1.398 -0.613 -0.776  -0.702
O: -1.893 1.159 0.515  -0.650
N: 1.509 -1.289 0.489  -0.760
N: 1.171 0.929 -0.486  -0.538
C: 2.102 -0.074 -0.107  -0.418
C: -1.852 -0.050 0.243  0.014
H: 0.882 1.688 0.103  0.225
H: -2.270 -0.728 1.043  0.343
H: 0.963 -0.941 1.276  0.303
H: 0.377 0.535 -0.984  0.243
H: 2.690 -0.397 -0.965  0.251
H: 2.813 0.312 0.634  0.373
H: 0.749 -1.558 -0.138  0.315


Which of them is the most stable, and which is the least stable? <y> and <w>, in that order.


<w>
The following is a quantum chemistry calculation of the ion C5H9N2 with charge +1, from OMol25.

Output
- LUMO energy (spin up / spin down) (eV) = -5.9 / -5.9
- HOMO level (spin up / spin down) (Ha) = -0.4803 / -0.4803
- SMILES = C=[N+]1C=CN(C)C1
- net charge = +1
- spin multiplicity = 1
- orbital gap (spin up / spin down) (eV) = 7.16 / 7.16

Last column: Mulliken charge in e.
Positions of all 16 atoms, in Å:
N: -0.156 0.931 -0.652  -0.092
N: 0.286 -1.206 0.278  0.114
C: -0.275 2.360 -0.417  -0.873
C: 1.031 -2.157 0.878  -0.153
C: -1.600 -0.115 -0.412  -0.430
C: -1.055 -1.218 0.126  -0.245
C: 0.869 0.106 -0.119  -0.528
H: 1.591 0.427 0.721  0.343
H: 1.632 -0.250 -0.858  0.360
H: 0.776 -3.218 0.731  0.257
H: 0.507 2.760 -1.021  0.345
H: -1.205 2.681 -0.657  0.351
H: -0.271 2.845 0.592  0.330
H: 1.982 -2.012 1.304  0.305
H: -2.512 0.156 -0.750  0.489
H: -1.598 -2.089 0.255  0.429


<x>
The following is a quantum chemistry calculation of the ion C5H9N2 with charge +1, from OMol25.

Output
- LUMO energy (eV) = -4.4
- HOMO level (Ha) = -0.4899
- net charge = +1
- spin multiplicity = 1
- orbital gap (eV) = 8.97

Last column: Mulliken charge in e.
Positions of all 16 atoms, in Å:
N: 1.993 -1.155 1.226  -0.207
N: 0.198 -0.382 -0.051  0.233
C: 0.759 -1.277 0.843  -0.465
C: 0.770 -0.565 -1.440  -0.756
C: -1.612 1.018 1.023  -0.485
C: -0.590 0.611 0.123  0.677
C: -1.753 1.310 -0.480  -0.732
H: -2.367 0.656 -1.081  0.294
H: 2.862 -0.591 1.041  0.275
H: -1.354 1.843 1.552  0.299
H: 0.893 -1.767 -1.537  0.304
H: 0.038 -0.055 -2.223  0.335
H: 1.820 -0.149 -1.382  0.320
H: -1.897 2.334 -0.829  0.274
H: 2.331 -1.992 1.828  0.348
H: -2.089 0.160 1.388  0.286


Which of them is the most stable, and which is the least stable? <w> and <x>, in that order.